Here is C30H35F4N10O2RbSe as an isolated structure at a distorted geometry from the Open Molecules 2025 dataset. Energies are from ωB97M-V/def2-TZVPD.

Calculated values
- energy above the lowest of the compared OMol25 structures with the same formula, charge and spin (eV) = 1.936
- charge = 0
- highest occupied orbital energy (eV) = -5.766
- LUMO level (eV) = -0.578
- HOMO-LUMO gap (eV) = 5.19
- largest force on an atom (Eh/bohr) = 0.039

```
83
C30H35F4N10O2RbSe, DFT ωB97M-V/def2-TZVPD
Rb 0.35433 -0.37379 -0.35167
C 3.70249 -1.67635 -1.87270
C 3.26383 -2.56267 -0.71108
N 1.85235 -2.94384 -0.73760
C 1.48435 -3.60823 -1.98553
C -0.02789 -3.70668 -2.19119
C 1.54572 -3.81920 0.39441
C 1.61658 -3.16967 1.77663
N 0.76607 -2.00507 1.83231
C 0.54498 -1.37390 2.96052
C -0.25203 -0.18185 2.94503
F -0.72748 0.28005 1.74645
C -0.55056 0.55922 4.05688
F -1.25652 1.70907 3.88327
C -0.12816 0.21072 5.32757
C 0.65077 -0.93699 5.39497
F 1.11049 -1.32091 6.60048
C 0.99127 -1.68283 4.29275
F 1.79657 -2.75700 4.49841
H 4.63205 -1.17123 -1.61576
H 2.95668 -0.90447 -2.06449
H 3.87188 -2.24814 -2.78509
H 3.42235 -2.00355 0.21227
H 3.90669 -3.46018 -0.68093
H 1.92972 -4.61730 -2.04239
H 1.88613 -3.01994 -2.80897
H -0.46847 -4.53654 -1.63902
H -0.23879 -3.86469 -3.24940
H -0.51526 -2.78402 -1.87176
H 2.22941 -4.68806 0.39581
H 0.52867 -4.18985 0.25987
H 2.65917 -2.91486 2.01255
H 1.31945 -3.94515 2.49522
H -0.38479 0.78303 6.20399
Se -8.40264 -1.76662 -1.54399
N -7.35221 -0.39705 -1.92343
C -6.15355 -0.68007 -1.47583
C -5.00993 0.19592 -1.61836
C -5.10073 1.45612 -2.21166
C -3.96164 2.21899 -2.33051
C -2.75826 1.68188 -1.87379
N -2.65176 0.49656 -1.30591
C -3.75674 -0.24168 -1.15302
C -3.62563 -1.52817 -0.45666
N -2.42186 -1.83937 0.02978
C -2.28181 -2.95610 0.71884
C -3.32295 -3.86293 0.92922
C -4.56224 -3.57007 0.40932
C -4.73750 -2.37077 -0.28604
C -6.01600 -1.96001 -0.82580
N -7.10724 -2.68292 -0.76583
H -6.06195 1.80380 -2.56539
H -3.98973 3.20504 -2.77267
H -1.83263 2.23977 -1.98107
H -1.29209 -3.12211 1.13422
H -3.15062 -4.77025 1.49114
H -5.40916 -4.23177 0.53324
N 1.11886 1.56363 -2.91063
C 1.37523 2.54306 -1.84871
C 2.02124 3.84270 -2.39696
C 2.93613 4.71190 -1.50121
C 2.32123 5.51410 -0.32561
N 1.67076 4.86770 0.80822
C 2.27546 4.18759 1.79074
N 3.61937 4.08743 1.80315
N 1.61186 3.99309 2.94373
C 2.27837 1.81908 -0.81247
O 3.44411 1.56260 -1.13974
O 1.74332 1.58343 0.30530
H 2.01929 1.21662 -3.23092
H 0.67543 2.01401 -3.70415
H 0.41827 2.77618 -1.37165
H 1.23325 4.48903 -2.79823
H 2.64325 3.51868 -3.23422
H 3.37554 5.47873 -2.14435
H 3.75204 4.07608 -1.16000
H 1.56468 6.18426 -0.73536
H 3.11525 6.13346 0.09878
H 0.67432 4.74358 0.75538
H 4.05327 3.83671 0.92585
H 3.99759 3.56194 2.57582
H 0.60463 4.05123 2.92697
H 1.94405 3.24987 3.54268
```

Here is C23H17N5O3S as an isolated structure at a distorted geometry from the Open Molecules 2025 dataset. Energies are from ωB97M-V/def2-TZVPD.

Calculated values
- charge = 0
- highest occupied orbital energy (eV) = -8.132
- LUMO level (eV) = -0.647
- HOMO-LUMO gap (eV) = 7.48
- largest force on an atom (Eh/bohr) = 0.121

```
49
C23H17N5O3S, DFT ωB97M-V/def2-TZVPD
O 0.88852 1.31883 3.85762
O 2.87980 1.41137 2.48155
O -1.52409 5.87500 0.09838
N -0.54161 -1.67783 -2.25554
N -0.55770 -1.08122 -3.36955
N -0.53084 -3.29904 -3.77185
C -0.56415 -3.01045 -2.51290
C -0.82284 -6.37513 -0.99123
C -0.39400 -6.18509 0.35054
C -0.85654 -5.35279 -1.92617
C -0.73052 -1.91734 1.24305
C 1.47570 -2.08692 0.30058
C -0.05636 -4.90408 0.73291
C -0.37029 -0.65121 1.83219
C 1.97591 -0.98226 1.08565
C 1.24717 2.28780 -1.99031
C 0.48063 3.28532 -2.49544
C -0.11907 3.62580 2.39594
C -0.59538 -4.07911 -1.42888
C 0.22501 -2.50012 0.39368
C -0.13201 -3.90830 -0.10845
C 0.95738 -0.21322 1.68231
C 1.49816 2.20265 -0.60174
C 0.66457 2.80686 1.66795
C -0.19925 4.17195 -1.67796
C -0.88516 4.64000 1.84522
C 0.70952 3.07983 0.21934
C -0.10164 4.13200 -0.29003
N -0.68935 -2.08639 -4.21782
N -0.88637 4.88641 0.49136
C -1.64491 5.54044 2.73400
S 1.44350 1.32177 2.46261
H -0.95189 -7.41738 -1.31574
H -0.22970 -7.06903 0.97767
H -1.20080 -5.62446 -2.91626
H -1.69933 -2.34994 1.40316
H 2.19961 -2.74944 -0.20254
H 0.28635 -4.63416 1.61353
H -1.08944 -0.12795 2.42563
H 3.02656 -0.64230 1.12760
H 1.75408 1.58785 -2.56278
H 0.39709 3.41913 -3.56599
H 0.05149 3.74392 3.45352
H 2.03805 1.33192 -0.10496
H -0.81437 4.97058 -2.20573
H -0.68973 -2.01305 -5.20643
H -1.33571 6.55014 2.46677
H -1.23934 5.27405 3.75781
H -2.74667 5.47460 2.61769
```

Here is one molecule with the formula C3H7NO from the Open Molecules 2025 dataset. Energies are from ωB97M-V/def2-TZVPD.

Calculated values
- energy above the lowest of the compared OMol25 structures with the same formula, charge and spin (eV) = 1.950
- charge = 0
- SMILES = C/N=C/OC
- highest occupied orbital energy (eV) = -9.184
- LUMO level (eV) = 1.055
- HOMO-LUMO gap (eV) = 10.24
- largest force on an atom (Eh/bohr) = 0.011

```
12
C3H7NO, DFT ωB97M-V/def2-TZVPD
C -1.49387 -0.62502 1.01221
N -0.33355 -0.06969 0.43198
C 0.83026 0.25025 0.73375
O 1.64179 0.67070 -0.27082
C 0.97485 0.63733 -1.53690
H -1.52980 -0.79173 2.09468
H -2.31814 0.03282 0.71956
H -1.64732 -1.58078 0.49933
H 1.34841 0.25594 1.70302
H 0.58942 -0.36652 -1.74608
H 0.11263 1.31285 -1.53687
H 1.70532 0.93633 -2.28581
```